(1)
Computed, not measured: 10 unconnected molecules or ions with the total composition C26H72N4O10, with wB97M-V/def2-TZVPD.

Results
**Spin multiplicity**: 1
**SMILES**: NC(N)=O.NC(N)=O.CC(C)O.CC(C)O.CC(C)O.CC(C)O.CC(C)O.CC(C)O.CC(C)O.CC(C)O
**Energy**: -2005.23344 Eh

Each line ends with the Löwdin charge.
Atoms and positions in Å:
O -4.081 -0.651 -1.637  -0.071
H -2.721 5.896 -1.478  0.083
H -0.009 0.715 1.168  0.061
C -4.232 4.483 -0.721  -0.480
H -1.052 2.233 -4.811  0.105
H -2.857 -3.430 -1.595  0.073
C 5.502 -0.916 1.490  -0.064
H -0.648 -5.204 0.119  0.077
H 6.230 -1.720 1.613  0.084
C -3.627 -2.923 -1.014  -0.045
H 5.935 0.079 1.411  0.082
H -2.650 4.606 0.886  0.084
H 1.451 -4.307 3.418  0.072
H 3.013 -2.809 -2.291  0.034
H 0.874 3.072 1.963  0.033
H 5.230 -3.230 -0.415  0.085
H -5.979 -1.522 -0.257  0.057
H 1.457 -0.706 0.204  0.072
H 1.886 -2.064 -3.316  0.071
O -4.079 2.177 3.170  -0.059
H -0.065 1.838 -6.198  0.089
C -4.997 1.085 3.063  -0.491
O -1.191 -0.409 -1.721  -0.095
C -5.999 -2.081 -1.194  -0.049
H -4.527 2.968 2.849  0.082
C -0.607 -0.666 -0.431  -0.426
O -5.019 5.331 0.115  -0.063
H 2.305 -0.060 -4.627  0.068
H 1.253 1.960 3.397  0.079
H 2.639 -4.831 2.193  0.073
H -5.508 -0.494 1.682  0.066
H 2.543 -2.578 -5.975  0.080
C 1.803 5.016 2.105  -0.492
H -3.667 3.156 0.782  0.053
H 4.787 -0.900 2.313  0.057
H -1.144 -1.351 0.221  0.124
H -4.158 -3.693 -0.451  0.067
H -4.834 0.426 5.125  0.074
O 3.497 1.957 2.242  0.009
C 2.663 -2.830 -3.332  -0.041
H 2.214 -3.799 -3.528  0.086
H 1.437 -3.690 1.756  0.067
N 4.148 0.785 4.107  0.158
H 1.581 5.978 1.634  0.127
C 1.591 -4.583 2.373  -0.055
H -0.242 4.369 2.415  0.072
H 1.092 -5.258 -0.268  0.070
O 3.055 4.582 1.657  -0.060
O -0.702 -5.247 2.586  -0.059
H -3.142 -2.265 -0.292  0.061
H 4.760 -0.695 -3.822  0.096
O 5.910 -0.930 -0.811  -0.069
O 3.947 -0.978 -4.251  -0.081
C -3.595 5.334 -1.803  -0.067
H -3.268 4.720 -2.649  0.076
H 3.230 3.635 1.895  0.045
C -4.580 -1.966 -1.783  -0.470
H 3.567 -2.784 -0.716  0.034
H 6.565 -1.628 -0.715  0.075
H -0.016 1.480 -0.271  0.083
C 3.863 -2.423 -4.202  -0.431
O 0.472 1.094 -3.218  -0.002
H 3.968 -3.055 0.889  0.069
C 3.224 1.428 3.331  -0.629
C -5.014 0.480 1.672  -0.064
H -1.569 1.171 0.540  0.064
C 0.665 1.174 -4.442  -0.620
C 4.850 -1.189 0.139  -0.449
H -5.703 5.769 -0.403  0.082
N 2.004 1.530 3.902  0.183
H -0.471 -4.987 3.479  0.070
C 4.402 -2.639 -0.023  -0.047
C 0.830 -1.126 -0.585  -0.048
H 2.605 4.776 4.164  0.069
N 1.699 0.611 -5.088  0.187
H 3.808 0.397 4.962  0.095
H -0.542 0.205 -2.130  0.033
H -5.135 -0.841 4.045  0.077
H 0.739 -6.592 2.286  0.126
H -5.466 1.112 0.907  0.080
H 3.689 -3.952 -5.657  0.082
H 4.215 -2.400 -6.330  0.078
H -4.655 -2.236 -2.840  0.125
H 3.969 -0.561 0.003  0.130
H 2.192 6.375 3.715  0.069
C -3.156 3.930 0.201  -0.055
H -4.013 0.243 1.299  0.075
H -6.025 1.365 3.319  0.134
C 1.852 5.339 3.613  -0.061
H -6.217 -3.122 -0.964  0.070
H 0.293 -6.698 0.173  0.072
H -3.136 -0.629 -1.856  0.049
H 0.867 -2.214 -0.468  0.068
C 0.592 4.105 1.771  -0.043
H -4.839 3.674 -1.139  0.138
H 1.834 1.222 4.838  0.101
H -6.783 -1.701 -1.847  0.073
C 0.315 -5.628 0.400  -0.042
C -4.557 0.083 4.126  -0.063
N -0.182 1.936 -5.208  0.156
C -0.619 0.726 0.249  -0.054
H -3.482 -0.074 4.056  0.081
H 5.111 0.977 3.900  0.111
H 1.820 0.787 -6.065  0.100
H -4.317 6.037 -2.231  0.074
H 0.412 4.180 0.700  0.080
H -2.375 3.451 -0.395  0.078
H 4.850 -2.796 -3.937  0.139
C 3.530 -2.873 -5.620  -0.074
H 1.257 -0.863 -1.551  0.063
H 0.843 5.320 4.025  0.065
C 0.518 -5.583 1.914  -0.473


(2)
Computed, not measured: a single CH4N2OS2 molecule, with wB97M-V/def2-TZVPD.

Results
**Spin multiplicity**: 1
**SMILES**: ONC(=S)NS
**Energy**: -1021.56455 Eh

Each line ends with the natural charge from an NBO analysis.
Atoms and positions in Å:
S -2.349 0.028 -0.081  0.189
C 0.337 -0.183 0.002  0.270
S 1.746 -1.141 -0.001  -0.320
O 1.573 1.837 -0.009  -0.539
H -0.903 -1.724 0.025  0.427
H 2.261 1.121 0.056  0.493
N 0.378 1.131 0.043  -0.295
N -0.852 -0.728 0.007  -0.739
H -0.364 1.742 -0.272  0.406
H -2.630 0.241 1.213  0.108


(3)
Computed, not measured: 14 unconnected molecules or ions with the total composition C39H106O17, with wB97M-V/def2-TZVPD.

Results
**Spin multiplicity**: 1
**Energy**: -2828.46297 Eh

Each line ends with the Löwdin charge.
Atoms and positions in Å:
H 11.213 11.643 15.250  0.082
H 12.065 12.743 16.295  0.060
H 15.962 6.626 14.308  0.074
C 12.646 11.279 10.577  -0.064
C 12.648 12.717 21.694  -0.032
H 10.967 5.937 16.525  0.063
C 12.058 16.305 18.280  -0.423
H 9.591 13.943 11.947  0.103
C 9.539 10.586 20.416  -0.081
H 16.500 17.023 12.800  0.040
H 13.221 18.947 14.464  0.065
H 9.501 8.886 11.568  0.067
C 11.329 17.355 13.087  -0.034
C 8.262 11.730 11.599  -0.061
C 13.387 12.602 10.496  -0.439
C 7.791 13.070 12.197  -0.465
H 19.449 12.773 14.211  0.098
H 10.506 10.364 20.885  0.061
H 7.956 11.173 18.168  0.077
H 11.972 14.320 17.927  0.090
C 13.253 8.387 17.580  -0.049
H 12.291 5.728 17.613  0.079
C 10.330 8.180 11.441  -0.035
O 17.772 9.930 17.113  -0.036
H 11.748 11.325 11.215  0.073
H 15.797 9.456 15.168  0.071
H 13.058 14.522 9.534  0.039
O 15.115 18.298 9.124  -0.085
C 10.897 7.808 12.790  -0.464
H 11.870 16.038 19.303  0.111
O 14.209 8.124 12.564  -0.090
H 14.397 16.256 10.859  0.082
H 9.298 8.031 14.206  0.093
H 10.616 18.175 12.990  0.082
H 11.066 6.679 18.144  0.088
H 13.074 17.985 17.247  0.055
H 17.664 11.028 14.243  0.116
C 13.109 19.126 13.402  -0.057
H 12.322 19.922 13.342  0.098
H 11.320 16.910 14.075  0.069
C 12.867 13.500 9.377  -0.039
H 15.261 12.260 11.061  0.054
H 9.966 7.314 10.930  0.072
C 15.032 16.885 8.993  -0.232
H 12.945 11.700 13.597  0.119
H 10.628 6.876 14.668  0.064
H 14.067 16.787 17.961  0.074
H 16.110 6.550 12.535  0.059
H 14.340 8.568 15.217  0.051
H 15.942 15.155 13.607  0.136
H 15.028 13.462 20.159  0.107
H 9.890 8.948 19.216  0.125
O 14.424 12.615 14.547  -0.116
O 16.491 17.151 13.764  -0.070
H 16.385 17.690 10.547  0.092
H 13.905 16.699 8.802  0.131
H 9.984 16.068 18.178  0.070
C 12.885 13.424 20.338  -0.458
H 16.062 9.145 12.610  0.145
H 11.812 13.435 9.236  0.066
H 13.227 13.113 11.470  0.118
O 11.712 13.397 19.535  -0.087
H 14.434 8.305 11.616  0.128
C 15.297 16.120 10.289  -0.216
C 9.527 9.961 19.024  -0.437
H 16.070 10.684 19.934  0.089
H 12.844 14.566 13.288  0.083
C 12.183 11.988 15.540  -0.021
C 12.361 13.813 13.949  -0.072
C 12.716 17.884 12.641  -0.442
H 13.640 9.326 17.123  0.071
C 14.155 13.030 19.597  -0.034
H 13.318 10.549 11.081  0.071
H 14.133 13.488 18.619  0.065
H 14.740 17.022 15.860  0.117
C 17.791 11.688 13.352  -0.213
H 13.257 18.023 18.907  0.087
H 12.737 7.413 15.717  0.127
H 6.739 14.871 11.421  0.062
C 12.951 12.525 14.328  -0.409
H 16.488 11.403 17.524  0.123
C 18.198 11.856 18.469  -0.051
H 12.428 11.687 21.585  0.051
O 16.345 16.809 10.969  -0.086
H 14.373 18.566 9.712  0.081
H 8.336 9.667 17.323  0.083
H 8.672 11.074 12.403  0.084
C 14.745 16.165 15.163  -0.241
H 15.583 15.106 10.141  0.105
H 12.652 8.828 18.462  0.102
H 9.426 11.705 20.454  0.090
H 7.399 9.623 18.871  0.081
H 13.474 17.086 12.809  0.107
H 13.891 16.208 14.483  0.084
C 15.407 8.449 13.230  -0.446
O 14.815 12.425 10.205  -0.064
H 7.367 11.278 11.154  0.081
O 10.668 10.610 18.279  -0.121
H 18.468 9.423 17.492  0.073
H 13.019 14.518 20.568  0.139
H 10.645 17.029 16.797  0.069
O 14.619 15.001 15.892  -0.116
H 12.132 14.457 14.762  0.054
C 16.046 15.967 14.383  -0.227
H 11.016 16.587 12.406  0.061
C 16.675 10.063 19.227  -0.047
H 11.686 7.148 12.586  0.107
O 16.536 12.060 12.755  -0.119
C 13.136 17.336 18.075  -0.048
H 15.630 16.543 8.116  0.134
C 18.491 12.959 13.811  -0.250
O 11.108 8.611 16.331  -0.110
H 7.802 14.111 10.280  0.094
H 13.908 7.645 17.944  0.063
H 12.396 10.818 9.614  0.084
O 18.676 13.906 12.752  -0.094
H 13.525 12.744 22.361  0.090
O 12.827 18.220 11.211  -0.088
H 14.586 13.458 15.091  0.074
H 17.798 12.744 18.941  0.077
H 15.893 12.286 13.469  0.055
O 11.600 8.920 13.453  -0.100
H 12.056 18.648 10.793  0.107
H 16.813 15.752 15.099  0.110
H 17.808 13.949 12.254  0.095
H 11.462 12.554 19.076  0.093
H 10.915 10.006 17.528  0.038
H 12.657 11.083 15.967  0.073
H 6.179 13.321 10.689  0.073
C 10.635 16.886 17.882  -0.035
C 17.186 10.811 18.054  -0.512
H 9.315 6.397 13.433  0.102
H 18.460 11.235 12.569  0.138
H 19.006 11.368 19.073  0.100
H 14.085 19.437 13.016  0.089
H 17.895 13.568 14.575  0.125
H 14.386 10.117 14.238  0.061
H 8.741 10.174 21.110  0.097
C 8.195 10.134 18.324  -0.051
C 16.220 7.159 13.397  -0.045
C 14.933 9.214 14.540  -0.009
C 12.217 7.704 16.659  -0.460
H 12.561 8.823 13.260  0.052
H 10.375 17.795 18.443  0.081
H 11.824 13.155 22.159  0.055
H 15.927 9.331 18.869  0.081
H 17.314 7.401 13.479  0.092
H 11.350 13.682 13.499  0.090
H 18.701 12.252 17.634  0.054
H 13.791 14.969 16.445  0.072
H 17.462 9.612 19.698  0.050
H 14.235 11.977 19.537  0.050
C 7.031 13.883 11.086  -0.054
H 11.170 8.704 10.891  0.090
H 13.207 13.142 8.443  0.077
H 7.166 12.948 13.059  0.128
C 9.965 7.229 13.829  -0.040
H 8.964 11.740 10.840  0.041
O 12.244 15.153 17.407  -0.119
C 11.605 6.459 17.208  -0.060
H 11.257 8.878 15.385  0.065
O 8.908 13.807 12.665  -0.091


(4)
Computed, not measured: 2 unconnected molecules or ions with the total composition Cl2HNS2, with wB97M-V/def2-TZVPD.

Results
**Spin multiplicity**: 1
**Energy**: -1772.00691 Eh

Each line ends with the natural charge from an NBO analysis.
Atoms and positions in Å:
H 0.359 -0.737 2.733  0.417
N 0.447 -0.153 1.917  -0.906
Cl -0.699 -1.801 -0.385  -0.263
Cl -1.037 1.077 -2.217  -0.088
S 0.115 -0.045 0.411  0.763
S 0.814 1.658 -2.460  0.078


(5)
Computed, not measured: a single C6H10N2O molecule, with wB97M-V/def2-TZVPD.

Results
**Spin multiplicity**: 1
**Energy**: -419.28909 Eh

Each line ends with the natural charge from an NBO analysis.
Atoms and positions in Å:
H -3.426 0.585 0.253  0.208
C 1.087 -1.677 1.256  -0.685
H -1.260 -0.810 -0.052  0.193
H 1.816 2.300 0.144  0.253
N 0.950 0.478 0.048  -0.345
O -0.331 2.369 -0.265  -0.717
H 0.930 -2.743 1.100  0.249
C -1.388 0.230 -0.314  -0.378
N 1.201 -1.587 -1.144  -0.583
H -2.768 1.722 -0.938  0.233
H 2.966 0.811 0.337  0.197
H 2.063 -1.524 1.726  0.232
H 1.172 -1.025 -1.988  0.361
C -0.381 1.150 -0.170  0.494
C -2.777 0.678 -0.624  -0.637
H -3.215 0.061 -1.418  0.207
H 0.322 -1.275 1.921  0.239
C 1.986 1.233 0.189  0.016
C 1.054 -0.977 -0.062  0.462


(6)
Computed, not measured: a single C24H18Cl2N2O2 molecule, with wB97M-V/def2-TZVPD.

Results
**Spin multiplicity**: 1
**SMILES**: Cc1cccc(-c2nc(C(=O)O)c(-c3cccc(Cl)c3)n2-c2cc(Cl)ccc2C)c1
**Energy**: -2105.78056 Eh

Each line ends with the natural charge from an NBO analysis.
Atoms and positions in Å:
O -2.840 -3.768 -1.612  -0.589
N -0.276 -0.510 -0.197  -0.397
H -0.971 1.138 1.663  0.223
H -1.682 -2.143 -3.375  0.241
C 0.473 1.827 0.267  -0.012
C -3.477 0.684 -4.056  -0.223
H 2.467 -0.060 0.731  0.221
N -0.700 -2.449 0.860  -0.417
C 1.081 -1.223 1.899  -0.014
C -2.748 -3.200 -0.520  0.775
C 1.659 -1.623 4.260  -0.203
C -1.598 -2.313 -0.210  -0.018
C 2.835 -0.907 4.060  -0.201
H 1.394 -2.097 5.172  0.220
O -3.717 -3.308 0.416  -0.657
C -1.342 -1.126 -0.847  0.114
H 0.869 -0.167 -2.507  0.239
C 2.258 -0.512 1.711  -0.225
H 1.379 3.872 0.403  0.227
Cl -4.035 2.950 -2.650  0.021
H -2.550 1.306 -0.851  0.228
H 4.247 1.385 3.406  0.220
C -2.680 0.773 -1.793  -0.244
H 4.365 1.002 1.700  0.214
H -4.413 -3.868 0.001  0.500
H 2.345 3.834 -1.788  0.231
C 1.210 2.975 -0.211  -0.201
H -0.519 2.850 1.824  0.225
C -2.199 -1.197 -3.199  -0.193
Cl 2.427 1.852 -3.867  0.012
H -2.997 -1.108 -5.199  0.225
C 0.839 -1.734 3.162  -0.192
C -3.359 1.378 -2.830  -0.040
C -2.100 -0.519 -1.957  0.008
C 0.959 0.721 -1.873  -0.243
C 1.776 2.952 -1.470  -0.220
C 0.383 0.655 -0.562  0.211
C -0.139 1.869 1.639  -0.648
C -2.910 -0.581 -4.239  -0.201
C 1.633 1.851 -2.315  -0.033
C 0.059 -1.363 0.845  0.342
H 3.531 -0.765 4.900  0.212
H -4.056 1.075 -4.873  0.226
H -0.111 -2.196 3.341  0.225
C 4.310 0.545 2.688  -0.632
H 0.560 1.613 2.440  0.239
C 3.110 -0.338 2.803  -0.018
H 5.252 -0.032 2.807  0.223


(7)
Computed, not measured: a molecular structure, C12H13MnN, with wB97M-V/def2-TZVPD.

Results
**Spin multiplicity**: 6
**Energy**: -1670.72066 Eh

Each line ends with the natural charge from an NBO analysis.
Atoms and positions in Å:
C 0.216 -0.054 -3.497  -0.877
C 1.056 -0.969 2.165  -0.069
C 1.532 0.420 2.133  0.216
Mn -0.009 0.074 -0.323  1.257
C 0.273 -1.396 1.074  -0.511
H 3.167 2.919 3.751  0.226
H -0.195 0.589 -4.297  0.219
C 2.169 3.101 1.834  -0.277
N 1.140 1.108 1.016  -0.598
C 1.311 -1.861 3.242  -0.198
C 0.041 -3.579 2.110  -0.190
H -0.256 0.161 -2.480  0.188
H 1.069 2.895 -0.058  0.213
H 2.549 0.488 4.018  0.229
H 1.898 -1.504 4.101  0.194
H -0.351 -4.595 2.079  0.208
H 1.305 0.086 -3.505  0.202
C -0.237 -2.684 1.041  -0.237
H -1.332 -0.245 -1.138  -0.512
C 2.594 2.406 2.982  -0.132
C 1.437 2.418 0.858  0.064
H 1.020 -3.856 4.034  0.214
H 0.023 -1.093 -3.809  0.219
C 0.812 -3.164 3.206  -0.245
H 2.389 4.156 1.689  0.229
C 2.266 1.062 3.128  -0.240
H -0.851 -3.004 0.194  0.212


(8)
Computed, not measured: 2 unconnected molecules or ions with the total composition C4H12N2OSi, with wB97M-V/def2-TZVPD.

Results
**Spin multiplicity**: 1
**Energy**: -633.66370 Eh

Each line ends with the natural charge from an NBO analysis.
Atoms and positions in Å:
O -3.986 0.332 1.055  -0.444
H -0.485 -0.045 2.184  0.255
H 2.364 1.224 1.491  0.249
H 0.010 -1.843 -1.724  0.234
C -0.207 -0.814 1.509  -1.101
H -2.791 0.163 -1.262  0.340
H -0.533 2.100 -0.095  0.212
N -2.958 0.801 0.627  0.154
H 2.154 1.566 -0.106  0.231
Si 0.647 -0.104 0.024  1.534
H 1.485 -1.100 -2.260  0.228
H -1.060 -1.453 1.372  0.255
C 2.286 0.722 0.519  -1.097
C 0.986 -1.454 -1.434  -1.041
H 1.751 -2.140 -1.110  0.235
N -2.473 0.625 -0.516  -0.417
C -0.449 1.245 -0.719  -0.509
H -0.605 1.453 -1.731  0.207
H 0.709 -1.421 1.761  0.228
H 3.156 0.144 0.415  0.247